1.
C42H44GeN6O5PTl | ωB97M-V/def2-TZVPD

```
100
Properties=species:S:1:pos:R:3:forces:R:3
Tl 0.7196 -0.8924 -1.3073 0.031 0.069 -0.208
C 2.2054 0.7238 -5.5677 0.318 -0.775 -0.654
O 3.5057 1.1113 -5.1201 -0.250 0.242 -0.008
C 3.5260 1.7845 -3.9059 0.271 0.143 0.131
C 3.9260 3.0984 -3.8774 -0.574 -0.100 0.294
C 3.9868 3.8152 -2.6696 0.485 0.044 0.150
C 3.8030 3.1382 -1.4596 0.091 0.108 -1.156
C 3.4508 1.7912 -1.4636 0.095 -0.146 0.187
C 3.5135 1.0574 -0.1966 0.548 0.278 -0.139
N 2.9225 -0.0238 0.1151 -0.338 0.275 -0.232
N 3.2051 -0.5085 1.3765 -0.373 -0.413 0.402
C 2.3050 -1.4235 1.7022 -0.127 -0.030 -0.616
O 1.3378 -1.8526 0.9790 0.677 0.103 0.856
C 2.4146 -2.0022 3.1040 -0.266 0.621 -0.524
C 3.2760 -1.5460 4.0884 0.330 0.284 -0.177
C 3.2246 -2.0829 5.3687 -0.863 -0.381 -0.229
C 2.2638 -3.0659 5.6516 0.147 -0.033 -0.718
C 1.4098 -3.5572 4.6294 0.518 -0.094 2.015
C 1.4832 -2.9804 3.4006 -0.145 -0.601 -1.298
C 3.2193 1.0843 -2.6842 -0.483 0.066 -0.335
O 2.7476 -0.0827 -2.7059 -0.002 -0.677 -0.307
H 2.3659 0.0363 -6.4347 -0.043 0.390 0.699
H 1.6871 0.1708 -4.7787 -0.115 0.233 -0.162
H 1.6209 1.5674 -5.9735 0.129 0.019 0.456
H 4.0917 3.5928 -4.8227 0.159 0.123 -0.169
H 4.2847 4.8607 -2.7318 -0.104 -0.108 0.307
H 3.9377 3.6336 -0.5120 0.081 0.210 0.220
H 4.2632 1.4650 0.4864 -0.115 0.118 0.456
H 3.9783 -0.7562 3.8341 -0.068 -0.124 0.005
H 3.8980 -1.7101 6.1298 -0.041 -0.082 0.125
H 2.2199 -3.4650 6.6488 -0.105 -0.232 0.279
H 0.7218 -4.3883 4.8421 0.249 0.507 -0.089
H 0.8934 -3.3208 2.5473 -0.088 0.135 0.380
N -1.6579 2.8319 0.2199 0.167 0.678 -0.363
P -1.9228 1.4644 1.1557 -0.027 -0.786 0.182
C -3.2716 2.2978 2.1378 -0.354 -0.379 -0.307
C -4.5563 1.7743 2.0153 -0.038 0.331 0.356
C -5.6660 2.4031 2.5587 0.483 1.275 0.125
C -5.4907 3.6697 3.1359 0.075 -0.210 0.132
C -4.2046 4.2130 3.2723 -0.438 -0.634 0.245
C -3.1003 3.4919 2.8191 -0.295 0.366 0.707
C -0.5806 1.4154 2.3624 0.143 0.431 0.702
C -0.7903 1.2372 3.7320 0.111 -0.174 0.333
C 0.2550 1.3847 4.6402 -0.468 -0.332 0.499
C 1.5013 1.7739 4.1994 0.105 0.259 -0.210
C 1.7149 2.0160 2.8461 -0.558 -0.256 -0.142
C 0.6910 1.7989 1.9243 -0.162 -0.109 0.638
C -0.8092 3.0933 -0.8806 -0.201 -0.354 -0.320
C -0.1155 4.2879 -1.0219 0.090 1.094 0.880
C 0.5931 4.5202 -2.1926 -0.394 0.243 0.115
C 0.6128 3.5503 -3.1705 0.654 0.020 -1.139
C -0.0137 2.3578 -2.9087 -0.921 -0.571 0.821
N -0.7638 2.1716 -1.8132 0.293 -0.650 -0.054
H -1.9791 3.6685 0.6825 0.082 0.016 -0.020
H -4.7005 0.8562 1.5035 0.123 -0.804 -0.506
H -6.6546 1.9780 2.4852 -0.067 -0.144 -0.036
H -6.3517 4.2044 3.5416 0.223 -0.086 -0.130
H -4.0723 5.1267 3.8438 0.035 0.011 -0.198
H -2.1142 3.8239 3.1216 0.181 0.135 -0.384
H -1.7505 0.9624 4.1568 -0.119 0.048 -0.372
H 0.0828 1.1914 5.7169 0.083 0.130 -0.767
H 2.2849 1.9079 4.9294 0.244 0.051 -0.058
H 2.6558 2.3832 2.4958 0.507 -0.069 -0.156
H 0.8442 1.9314 0.8670 0.299 0.126 -0.206
H -0.1551 5.0393 -0.2101 0.127 -0.451 -0.538
H 1.1045 5.4555 -2.3864 0.004 0.009 0.279
H 1.1349 3.7105 -4.1279 -0.199 -0.161 0.720
H -0.0211 1.4645 -3.5115 0.197 0.065 -0.669
O -3.2917 -1.6673 -3.2298 -0.197 -0.715 0.148
C -2.6083 -0.6631 -3.4450 -0.690 0.818 0.117
O -1.4887 -0.5537 -3.9835 0.888 -0.039 -0.327
H -3.0778 0.3149 -3.1460 0.091 0.028 0.078
N -0.6042 -3.0665 -4.7333 -0.303 1.243 -0.115
C 0.0520 -4.0135 -4.0673 0.431 -0.797 0.350
C 0.1376 -5.3501 -4.5540 0.005 0.464 -0.269
C 0.9442 -6.2376 -3.9166 0.065 -0.944 0.247
C 1.5855 -5.8841 -2.7279 0.477 -0.159 0.133
C 1.4404 -4.5887 -2.2992 -0.414 1.161 -0.006
N 0.6984 -3.6717 -2.9466 0.339 -0.113 0.332
H -1.3252 -3.3218 -5.3802 -0.031 -0.227 -0.080
H -0.7539 -2.1072 -4.3294 -0.108 -0.534 -0.047
H -0.3439 -5.6354 -5.4743 -0.204 0.077 -0.201
H 1.0656 -7.2475 -4.3316 -0.062 0.382 0.212
H 2.2248 -6.5621 -2.1800 -0.024 -0.113 -0.059
H 1.9330 -4.1844 -1.3974 -0.208 -0.456 -0.402
C -2.3186 -1.7824 2.8846 0.834 -0.399 -0.059
Ge -2.5790 -1.7325 0.9378 -0.409 0.761 0.478
C -1.6741 -3.1636 0.0337 -0.067 -0.195 -0.770
C -4.5061 -2.0261 0.6439 -0.221 0.068 0.011
C -2.1972 0.0533 0.3433 0.126 0.487 0.250
H -2.6263 -2.7400 3.3119 0.056 -0.007 -0.022
H -2.8684 -1.0007 3.3791 -0.430 0.400 0.152
H -1.2538 -1.6137 3.1098 -0.248 -0.183 -0.020
H -2.1141 -4.1017 0.3759 -0.132 -0.099 -0.142
H -0.6237 -3.1923 0.2858 0.362 0.119 -0.063
H -1.8158 -3.0493 -1.0672 0.140 -0.183 0.739
H -4.7527 -3.0915 0.7477 -0.044 0.215 -0.054
H -4.7537 -1.6873 -0.3646 0.021 -0.182 -0.058
H -5.1242 -1.4420 1.3415 0.178 -0.184 -0.018
H -2.5212 0.2801 -0.6531 -0.227 0.023 -0.632
```
Positions in Å, forces in eV/Å.

Values from the calculation:
charge	-2
LUMO energy	3.919	eV
2S+1	1
energy above the lowest of the compared OMol25 structures with the same formula, charge and spin	0.00	kcal/mol
largest force on an atom	2.08	eV/Å
HOMO energy	-1.59	eV



2.
C42H44O3P2PbS | ωB97M-V/def2-TZVPD

```
93
Properties=species:S:1:pos:R:3:forces:R:3
Pb -0.7606 0.8558 -5.2629 -0.337 0.301 0.431
C 2.6173 -0.8444 0.6402 0.786 0.639 -0.843
C 3.3230 -0.6614 -0.4856 0.070 0.450 1.180
C 3.9793 -1.6872 -1.3381 0.251 -0.452 -0.942
C 3.0744 -2.4423 -2.3598 0.897 0.196 0.176
C 2.0007 -3.3234 -1.8183 -0.428 0.103 -0.104
C 1.7934 -3.6413 -0.5444 -0.662 -0.736 -0.109
C 2.6961 -3.4726 0.6353 -0.549 1.234 0.664
C 2.3456 -2.1152 1.3374 -0.373 -1.050 0.739
C -2.3226 -0.4248 -4.3926 -0.988 -0.522 0.137
H 2.2296 0.0368 1.1550 0.180 -0.167 -0.194
H 3.6671 0.3487 -0.7095 -0.696 0.093 -0.100
H 4.5374 -2.3909 -0.7172 0.023 0.028 -0.386
H 4.7236 -1.1644 -1.9584 -0.055 -0.180 0.189
H 2.5789 -1.7045 -3.0059 0.048 0.082 0.131
H 3.7514 -2.9846 -3.0340 -0.123 -0.136 0.016
H 1.2653 -3.6176 -2.5836 0.035 0.180 0.547
H 0.8093 -4.0613 -0.2516 0.650 -0.022 -0.476
H 3.7582 -3.5470 0.4258 -0.135 -0.092 -0.054
H 2.4491 -4.2542 1.3554 0.099 -0.074 -0.019
H 1.2726 -2.1279 1.6001 0.209 -0.078 -0.117
H 2.8506 -2.0807 2.3237 -0.072 0.022 -0.351
H -2.9502 0.0532 -3.6357 0.422 0.104 0.247
H -1.9375 -1.3818 -4.0032 0.037 0.381 -0.007
H -3.0047 -0.6832 -5.2051 0.114 0.124 0.309
P 1.2459 3.2531 -6.8841 0.513 0.970 0.448
P -0.8866 0.5878 -8.2432 -1.007 -0.722 -1.707
C 1.6917 1.6443 -7.6007 -0.145 -1.060 -0.727
C 0.8982 0.7117 -8.1963 1.901 0.338 -0.261
C 2.2052 4.3732 -8.0255 -0.128 0.276 -0.274
C 3.4103 4.0094 -8.6421 -0.025 0.004 -0.410
C 3.9117 4.7232 -9.7394 -0.523 0.334 0.376
C 3.2474 5.8831 -10.1573 -0.040 -0.122 0.123
C 2.1425 6.3541 -9.4417 0.059 0.104 0.059
C 1.6236 5.6066 -8.3816 0.066 -0.413 -0.093
C 2.3767 3.1865 -5.4213 0.813 -0.871 -0.515
C 2.1970 2.0771 -4.5794 -0.099 -0.421 0.285
C 2.6993 2.0745 -3.2841 0.696 -0.146 0.144
C 3.7662 2.9295 -2.9828 -0.350 0.393 -0.262
C 4.1728 3.8776 -3.9366 -0.213 -0.393 0.122
C 3.4497 4.0485 -5.1306 -0.157 0.076 0.409
C -1.0657 0.2863 -10.1161 -0.069 0.374 -0.369
C -0.4635 1.2153 -10.9838 -0.084 -0.035 0.208
C -0.6161 1.1306 -12.3687 -0.052 -0.221 -0.016
C -1.3583 0.0828 -12.9227 -0.226 -0.220 0.284
C -1.9284 -0.8943 -12.0873 0.367 0.536 0.063
C -1.7804 -0.7805 -10.6971 0.023 0.020 0.208
C -1.2169 -1.1585 -7.7139 0.066 0.003 0.212
C -2.5144 -1.4694 -7.2685 0.467 0.411 0.370
C -2.7763 -2.6852 -6.6407 0.108 -0.232 -0.074
C -1.7613 -3.6449 -6.5321 -0.364 0.355 -0.247
C -0.5111 -3.3842 -7.0955 0.240 -0.382 -0.227
C -0.2303 -2.1513 -7.6856 -0.098 -0.053 0.179
H 2.7781 1.4780 -7.5703 -0.393 -0.182 -0.414
H 1.3995 -0.0353 -8.8537 -0.139 0.298 0.864
H 3.9623 3.1480 -8.2803 -0.103 -0.054 -0.151
H 4.7985 4.3887 -10.2724 -0.123 0.015 0.212
H 3.5967 6.4237 -11.0392 -0.056 -0.111 0.321
H 1.6723 7.3080 -9.7174 0.221 -0.509 0.116
H 0.7547 5.9642 -7.8261 0.112 -0.137 -0.285
H 1.8158 1.0940 -4.9530 -0.254 1.199 0.323
H 2.2940 1.3808 -2.5421 0.497 -0.105 -0.224
H 4.2955 2.8180 -2.0335 -0.289 0.219 -0.262
H 5.0549 4.4856 -3.7296 -0.291 -0.099 -0.165
H 3.7777 4.8154 -5.8411 -0.404 -0.189 0.301
H 0.1513 2.0073 -10.5579 -0.164 0.010 -0.132
H -0.1502 1.8789 -13.0219 -0.205 -0.343 0.348
H -1.5089 0.0222 -14.0032 0.135 0.014 0.354
H -2.4813 -1.7384 -12.5207 0.264 0.444 0.285
H -2.2115 -1.5544 -10.0620 0.022 0.220 -0.122
H -3.2562 -0.6613 -7.2524 0.118 -0.465 -0.207
H -3.7472 -2.8521 -6.1630 0.335 -0.019 -0.342
H -1.9698 -4.5891 -6.0249 0.173 0.294 -0.183
H 0.2488 -4.1741 -7.1051 -0.251 0.405 0.134
H 0.7458 -1.9472 -8.1319 -0.252 -0.212 0.309
C -1.6906 -0.2405 5.9867 -0.153 -0.315 0.456
C -1.5200 0.1686 4.5723 -0.153 0.313 -0.755
C -1.3593 1.5224 4.2842 0.082 0.331 -0.516
C -1.1195 1.9623 2.9815 -0.134 -0.904 0.090
C -1.1072 1.0205 1.9415 0.115 -0.280 0.026
C -1.3735 -0.3346 2.1930 0.148 0.835 0.542
C -1.5439 -0.7494 3.5171 -0.074 0.327 -0.131
S -0.5312 1.5259 0.3029 0.453 -0.034 1.583
O -1.7084 1.9384 -0.4275 -0.427 0.283 -0.697
O 0.3943 2.5981 0.6733 -0.119 -0.194 -0.766
O 0.1111 0.3239 -0.2231 -0.124 0.159 -0.427
H -0.8815 0.1467 6.6006 0.125 -0.031 0.122
H -2.6205 0.1328 6.4162 -0.090 0.073 -0.034
H -1.7110 -1.3211 6.0716 0.059 -0.226 0.129
H -1.4023 2.2632 5.0849 0.101 -0.242 -0.072
H -0.8962 3.0027 2.7850 -0.027 -0.087 -0.128
H -1.4012 -1.0330 1.3639 0.136 0.036 0.104
H -1.6983 -1.7991 3.7355 -0.012 -0.064 0.026
```
Positions in Å, forces in eV/Å.

Values from the calculation:
LUMO energy	-2.268	eV
2S+1	1
energy above the lowest of the compared OMol25 structures with the same formula, charge and spin	65.76	kcal/mol
largest force on an atom	2.11	eV/Å
HOMO energy	-7.30	eV



3.
C42H44P2Pb | ωB97M-V/def2-TZVPD

```
89
Properties=species:S:1:pos:R:3:forces:R:3
Pb -0.0063 -1.8153 -0.5904 1.214 -0.686 1.562
C -0.6044 2.0223 -3.6272 0.455 0.479 0.097
C -0.3230 2.7822 -2.5669 0.187 0.188 -0.329
C -1.1620 3.9545 -2.1475 0.108 0.533 -0.008
C -2.6851 3.7106 -2.0753 -0.161 0.246 0.173
C -3.1923 2.3021 -1.9301 -0.695 -0.508 -0.236
C -3.4225 1.4119 -2.9051 -0.537 0.640 0.270
C -3.0072 1.5201 -4.3336 0.012 0.077 -0.545
C -1.6974 2.2944 -4.6052 -0.351 -0.080 -0.427
C 0.0644 -2.2834 1.7707 1.307 -2.619 0.152
H 0.0432 1.2024 -3.9179 -0.052 0.308 0.176
H 0.5936 2.6442 -1.9841 -0.451 -0.205 -0.438
H -1.0243 4.7920 -2.8563 0.155 -0.256 0.234
H -0.8190 4.3454 -1.1763 0.003 -0.212 -0.285
H -3.0685 4.2607 -1.1971 0.076 -0.066 -0.477
H -3.1421 4.1687 -2.9634 -0.025 -0.188 0.241
H -3.5602 2.0653 -0.9307 -0.089 -0.039 -0.278
H -4.0946 0.5651 -2.7316 0.531 0.283 0.246
H -3.8073 1.9950 -4.9291 0.111 -0.200 0.163
H -2.9240 0.4924 -4.7248 0.089 0.289 0.048
H -1.3205 1.9533 -5.5812 -0.207 0.268 0.111
H -1.9039 3.3718 -4.7063 0.086 -0.312 0.160
H 0.8568 -3.0530 1.6343 -0.269 0.389 0.909
H -0.7528 -2.7496 2.3813 0.390 0.434 -0.629
H 0.4980 -1.4465 2.3154 0.061 -0.058 -0.241
P 1.3768 0.9428 0.0440 0.309 -1.024 -0.177
P -1.7213 -0.6712 1.1296 -0.630 -0.385 -1.176
C -0.2807 1.6635 0.2060 -1.030 -0.187 0.482
C -1.4381 0.9813 0.4989 -0.716 1.826 0.019
C 2.4235 2.2407 0.7805 0.425 0.290 -0.056
C 2.1263 3.6013 0.5962 0.395 0.010 0.413
C 2.9454 4.5807 1.1685 0.269 -0.287 0.050
C 4.0776 4.2019 1.9092 -0.104 -0.328 -0.162
C 4.3972 2.8388 2.0643 -0.042 0.463 -0.249
C 3.5950 1.8627 1.4723 -0.496 0.214 -0.094
C 2.0413 0.8296 -1.6987 -0.390 0.153 -0.790
C 1.3727 0.0118 -2.6454 0.121 0.010 0.188
C 2.0213 -0.4463 -3.7921 0.138 0.111 0.120
C 3.3038 0.0151 -4.1010 -0.147 0.138 0.254
C 3.8995 0.9823 -3.2807 -0.303 -0.176 -0.066
C 3.2804 1.3818 -2.0890 -0.189 -0.392 0.265
C -2.7215 -0.5069 2.6395 -0.036 0.157 0.058
C -2.1506 0.1830 3.7278 -0.098 -0.326 -0.060
C -2.8338 0.2592 4.9412 -0.319 -0.191 -0.214
C -4.0947 -0.3498 5.0608 0.041 0.143 -0.134
C -4.6874 -1.0051 3.9695 0.383 0.146 0.165
C -3.9938 -1.0978 2.7603 0.306 -0.029 0.229
C -2.6339 -1.8334 -0.0345 -0.481 0.664 0.489
C -2.4801 -3.2563 -0.0247 0.275 0.618 0.368
C -2.9660 -4.0023 -1.1027 -0.205 0.310 -0.079
C -3.6512 -3.3745 -2.1462 0.080 -0.152 0.175
C -3.8760 -1.9968 -2.1120 -0.060 0.305 0.301
C -3.3933 -1.2301 -1.0522 0.111 -0.256 -0.251
H -0.3113 2.7662 0.3215 -0.358 -0.778 -0.423
H -2.3341 1.6030 0.6289 0.534 0.352 0.246
H 1.2688 3.9134 -0.0010 0.221 -0.063 0.164
H 2.7105 5.6372 1.0156 0.114 -0.350 0.080
H 4.7404 4.9670 2.3306 -0.368 -0.332 -0.107
H 5.2908 2.5423 2.6242 -0.368 0.132 -0.260
H 3.8667 0.8056 1.5248 -0.106 0.265 0.155
H 0.2976 -0.2303 -2.5319 1.095 0.163 0.068
H 1.5122 -1.1759 -4.4329 0.211 0.415 0.134
H 3.8104 -0.3616 -4.9890 -0.064 0.181 0.222
H 4.8559 1.4227 -3.5694 -0.269 -0.166 0.169
H 3.7776 2.1073 -1.4409 -0.113 -0.292 -0.161
H -1.1391 0.5879 3.6314 -0.364 -0.019 0.043
H -2.3818 0.7788 5.7923 -0.204 -0.260 -0.332
H -4.6176 -0.3135 6.0206 0.149 0.017 -0.365
H -5.6823 -1.4514 4.0661 0.435 0.133 -0.007
H -4.4050 -1.6811 1.9341 0.046 0.319 0.175
H -1.9753 -3.7529 0.8151 -0.281 0.253 -0.467
H -2.8209 -5.0795 -1.1155 -0.050 0.178 0.025
H -4.0491 -3.9675 -2.9695 0.155 0.139 0.188
H -4.4520 -1.5141 -2.9034 0.163 -0.207 0.169
H -3.5300 -0.1445 -1.0115 -0.027 -0.651 -0.081
C 3.3964 -1.8729 1.7797 -0.304 0.326 -0.524
C 3.5730 -3.1138 2.4088 -0.038 -0.061 -0.058
C 3.5361 -3.2124 3.8442 0.128 -0.469 -0.546
C 3.7850 -4.4255 4.4715 -0.223 0.283 -0.395
C 4.0259 -5.5797 3.7075 0.064 -0.249 0.300
C 4.0162 -5.5245 2.3032 -0.096 0.568 0.347
C 3.7900 -4.3173 1.6529 0.105 -0.164 0.674
H 3.5626 -1.7270 0.7108 0.082 -0.083 0.239
H 3.1498 -0.9993 2.3777 0.060 -0.085 -0.063
H 3.3267 -2.2991 4.4052 0.111 -0.289 -0.033
H 3.7628 -4.4663 5.5654 0.067 -0.121 -0.366
H 4.2163 -6.5233 4.2195 -0.058 0.178 -0.174
H 4.1788 -6.4418 1.7397 -0.006 0.181 0.017
H 3.7708 -4.2688 0.5629 0.002 0.023 0.236
```
Positions in Å, forces in eV/Å.

Values from the calculation:
LUMO energy (spin up / spin down)	-1.045 / -1.044	eV
2S+1	1
largest force on an atom	2.93	eV/Å
HOMO energy (spin up / spin down)	-4.10 / -4.10	eV



What is the formula in the third record?
C42H44P2Pb



Among the records above, which one has the highest largest force on an atom?
C42H44P2Pb